Entry 1:
Density functional theory data (ωB97M-V with the def2-TZVPD basis set) for one molecule with the formula C3HF6P.

Last column: Mulliken charge in e.
CARTESIAN COORDINATES (ANGSTROEM)
C  -0.89935  -0.80193  -0.14316  0.035
C  -1.95993  -0.00238  -0.00600  0.611
C  1.67228  1.21057  -0.08033  0.151
F  -1.15902  -1.97112  -0.73771  -0.255
F  -3.19200  -0.30787  -0.28931  -0.193
F  -1.84426  1.24829  0.49536  -0.191
F  1.39867  1.93641  -1.22728  -0.219
F  3.00753  1.17675  -0.02512  -0.198
F  0.80758  -0.32128  1.64803  -0.215
P  0.89693  -0.38135  0.09718  0.445
H  1.27156  -1.78609  0.26834  0.029

Atomic forces in eV per Å
-0.108 1.495 -1.051
0.900 1.624 0.764
-0.239 1.606 -1.988
0.360 -0.642 -0.097
0.096 -0.036 0.100
-0.237 -1.466 -0.549
-0.178 -0.702 0.980
0.169 -0.296 0.396
0.343 0.485 1.685
-1.337 -2.630 0.573
0.232 0.562 -0.815

Results
structure (SMILES) = FC(F)=C(F)[P@H](F)=C(F)F
HOMO energy (spin up / spin down) = -8.767 / -8.766 eV
Kohn-Sham gap (spin up / spin down) = 8.25 / 8.25 eV
energy relative to the best compared isomer or geometry (same formula, charge and spin) = 331.74 kJ/mol

Entry 2:
Density functional theory data (ωB97M-V with the def2-TZVPD basis set) for a 2-piece molecular cluster, C3HFNO2 overall.

Last column: Mulliken charge in e.
CARTESIAN COORDINATES (ANGSTROEM)
C  -0.20112  1.61680  -0.58509  0.537
C  2.18955  -0.00765  -0.21367  0.673
C  -0.13012  0.24712  -0.68823  -0.566
N  -0.10945  2.77099  -0.46096  -0.588
O  2.63744  -0.26279  -1.26847  -0.468
O  2.22469  0.16673  0.94465  -0.463
F  -0.64689  -0.34100  -1.85308  -0.322
H  -0.46417  -0.32211  0.18191  0.196

Atomic forces in eV per Å
-0.050 1.064 -0.145
-0.684 -0.139 -0.640
0.802 -1.669 0.907
-0.165 0.201 -0.020
0.315 -0.116 -0.592
-0.142 0.210 0.901
-0.016 0.250 -0.215
-0.059 0.199 -0.196

Results
net charge = -1
HOMO energy = -2.995 eV
Kohn-Sham gap = 7.03 eV
energy relative to the best compared isomer or geometry (same formula, charge and spin) = 43.58 kJ/mol

Entry 3:
Density functional theory data (ωB97M-V with the def2-TZVPD basis set) for a 2-piece molecular cluster, C3HFO3 overall.

Last column: Mulliken charge in e.
CARTESIAN COORDINATES (ANGSTROEM)
C  0.65606  -1.34189  1.28433  0.754
C  -0.52180  0.40123  -1.46517  0.864
C  -0.28219  1.07819  -0.37787  -0.649
O  1.27928  -0.66891  1.96615  -0.365
O  -0.67219  -0.17345  -2.45981  -0.319
O  0.05422  -2.03314  0.59908  -0.371
F  -1.04348  0.95624  0.73700  -0.241
H  0.53009  1.78173  -0.28371  0.327

Atomic forces in eV per Å
0.057 -0.132 -0.045
-0.098 -0.412 -0.690
0.395 0.776 0.927
0.942 1.100 1.088
-0.063 -0.015 0.041
-0.985 -1.010 -1.011
-0.265 -0.229 -0.044
0.017 -0.077 -0.266

Results
structure (SMILES) = O=C=CF.O=C=O
HOMO energy = -9.534 eV
Kohn-Sham gap = 9.42 eV
energy relative to the best compared isomer or geometry (same formula, charge and spin) = 28.37 kJ/mol

Entry 4:
Density functional theory data (ωB97M-V with the def2-TZVPD basis set) for C3HFeO3 as an isolated structure.

Last column: Mulliken charge in e.
CARTESIAN COORDINATES (ANGSTROEM)
C  0.05653  2.94117  0.40209  1.097
C  -0.66064  2.01375  1.10481  -0.971
O  -0.47948  4.02298  -0.20812  -0.442
H  -1.41366  4.13283  0.00866  0.359
O  1.23208  2.57280  -0.01639  -0.637
Fe  2.80552  1.96646  0.94824  0.612
O  -1.02114  -0.55084  -0.51720  -0.146
C  0.06921  -0.33254  -0.80780  0.129

Atomic forces in eV per Å
0.500 -0.414 -1.804
-1.440 -0.705 1.887
0.963 0.160 -0.085
0.066 -0.383 0.349
1.109 1.284 0.238
-1.181 0.230 -0.485
2.845 0.450 -0.906
-2.862 -0.622 0.807

Results
HOMO energy (spin up / spin down) = -7.196 / -8.417 eV
Kohn-Sham gap (spin up / spin down) = 5.04 / 7.16 eV
energy relative to the best compared isomer or geometry (same formula, charge and spin) = 301.79 kJ/mol
<S²> = 9.09
multiplicity = 6

Entry 5:
Density functional theory data (ωB97M-V with the def2-TZVPD basis set) for a 2-piece molecular cluster, C3HIN2 overall.

Last column: Mulliken charge in e.
CARTESIAN COORDINATES (ANGSTROEM)
C  -0.84318  -1.69615  -0.41055  0.412
C  -0.63673  0.50117  -0.38220  0.374
C  -0.60093  -0.58370  -1.19166  -0.446
N  -0.99041  -2.57794  0.31892  -0.291
N  -0.67442  1.42676  0.32306  -0.301
I  3.33921  0.10529  -0.01106  -0.062
H  -0.33586  -0.54529  -2.29192  0.313

Atomic forces in eV per Å
0.060 -1.470 -0.291
0.063 2.898 0.734
1.295 -0.469 -1.713
-0.172 -0.260 0.108
-0.011 -0.359 -0.238
-0.676 -0.126 -0.205
-0.559 -0.214 1.605

Results
HOMO energy (spin up / spin down) = -8.755 / -8.667 eV
Kohn-Sham gap (spin up / spin down) = 3.70 / 3.53 eV
energy relative to the best compared isomer or geometry (same formula, charge and spin) = 316.24 kJ/mol

Entry 6:
Density functional theory data (ωB97M-V with the def2-TZVPD basis set) for an isolated ion of composition C3HINS and charge +1.

Last column: Mulliken charge in e.
CARTESIAN COORDINATES (ANGSTROEM)
C  0.92437  0.75508  1.28189  0.456
C  -0.74181  -0.22682  0.36790  -0.449
C  0.14201  -0.12290  -0.68310  0.126
N  -0.20024  0.31581  1.48820  -0.089
S  1.68041  0.68916  -0.18748  0.117
I  -0.07610  -0.75027  -2.64029  0.402
H  -1.72864  -0.66007  0.37288  0.435

Atomic forces in eV per Å
-3.982 -1.493 0.966
-0.217 -0.524 -1.578
-0.220 -0.231 -0.495
4.173 2.149 1.143
0.079 -0.137 -0.635
0.152 0.249 0.670
0.014 -0.013 -0.071

Results
net charge = +1
structure (SMILES) = Ic1c[n+]#cs1
HOMO energy (spin up / spin down) = -14.218 / -14.218 eV
Kohn-Sham gap (spin up / spin down) = 5.54 / 5.54 eV
energy relative to the best compared isomer or geometry (same formula, charge and spin) = 26.06 kJ/mol

Entry 7:
Density functional theory data (ωB97M-V with the def2-TZVPD basis set) for C3HLiNaO2 as an isolated structure.

Last column: Mulliken charge in e.
CARTESIAN COORDINATES (ANGSTROEM)
C  -1.53748  -0.87491  0.84494  -0.305
C  1.24231  1.32136  -0.80966  -0.844
O  -2.70806  -1.18257  0.52628  -0.560
O  -0.86315  -0.20915  -0.11964  -0.371
C  0.81400  0.68453  0.24613  -0.121
Li  0.12659  -0.37048  -1.64957  0.631
H  2.21234  1.82592  -0.83967  0.066
Na  0.71346  -1.19469  1.80120  0.502

Atomic forces in eV per Å
-0.844 -0.307 -1.246
-0.817 -1.180 -0.008
0.879 -0.046 0.913
0.107 -0.372 -0.615
1.898 0.659 0.177
-0.279 0.838 0.849
-0.348 -0.207 0.250
-0.596 0.615 -0.320

Results
net charge = -1
HOMO energy (spin up / spin down) = -2.040 / -2.039 eV
Kohn-Sham gap (spin up / spin down) = 4.08 / 4.08 eV
energy relative to the best compared isomer or geometry (same formula, charge and spin) = 0.00 kJ/mol

Entry 8:
Density functional theory data (ωB97M-V with the def2-TZVPD basis set) for one molecule with the formula C3HN.

Last column: Mulliken charge in e.
CARTESIAN COORDINATES (ANGSTROEM)
C  -0.51839  -0.49595  1.39322  -0.084
C  -0.53870  -0.08361  0.14653  -0.274
C  0.74617  0.19254  -0.42607  0.340
N  1.83120  0.38328  -0.78476  -0.309
H  -1.52028  0.00374  -0.32892  0.327

Atomic forces in eV per Å
-0.100 0.132 -0.407
0.065 -0.224 0.659
0.881 0.172 -0.346
-1.190 -0.162 0.257
0.344 0.082 -0.162

Results
HOMO energy = -11.286 eV
Kohn-Sham gap = 9.66 eV
energy relative to the best compared isomer or geometry (same formula, charge and spin) = 196.60 kJ/mol

Entry 9:
Density functional theory data (ωB97M-V with the def2-TZVPD basis set) for one molecule with the formula C3HN3O.

Last column: Mulliken charge in e.
CARTESIAN COORDINATES (ANGSTROEM)
N  1.67354  -0.27441  -0.84118  -0.225
C  1.79022  -0.46986  0.35580  -0.330
C  0.24229  -0.19674  0.06273  0.571
C  -0.44077  1.10651  0.09780  0.005
O  -1.64345  1.23916  0.10518  -0.500
N  -1.30971  -2.10360  0.06668  -0.460
N  -0.58089  -1.25323  0.06186  0.592
H  0.26875  1.95218  0.09113  0.347

Atomic forces in eV per Å
-1.272 -0.230 1.067
0.666 -0.007 -0.129
0.091 0.373 -0.707
-0.195 -0.060 -0.070
0.500 -0.117 0.084
1.059 1.253 0.094
-0.753 -1.184 -0.354
-0.095 -0.028 0.013

Results
HOMO energy = -9.736 eV
Kohn-Sham gap = 8.84 eV
energy relative to the best compared isomer or geometry (same formula, charge and spin) = 252.40 kJ/mol

Entry 10:
Density functional theory data (ωB97M-V with the def2-TZVPD basis set) for a 2-piece molecular cluster, C3HN3O2 overall.

Last column: Mulliken charge in e.
CARTESIAN COORDINATES (ANGSTROEM)
C  -0.83739  -0.78496  -1.37975  0.395
C  1.23584  0.20966  -0.70624  0.440
C  -0.09761  0.35934  -0.98646  -0.666
N  -1.55516  -1.57679  -1.74621  -0.343
N  2.36689  0.11409  -0.51691  -0.405
N  -0.19181  0.05846  1.79866  0.850
O  -1.28146  0.32540  2.15471  -0.352
O  0.93416  0.00868  2.06586  -0.314
H  -0.57347  1.28612  -0.68365  0.395

Atomic forces in eV per Å
1.710 3.460 0.871
0.108 0.234 -0.703
-0.727 -0.616 0.626
-1.940 -2.638 -0.918
1.074 -0.109 0.356
-1.044 -0.784 -1.095
0.707 0.273 0.357
0.312 0.345 0.974
-0.200 -0.165 -0.469

Results
HOMO energy (spin up / spin down) = -9.056 / -7.999 eV
Kohn-Sham gap (spin up / spin down) = 5.72 / 3.28 eV
energy relative to the best compared isomer or geometry (same formula, charge and spin) = 711.89 kJ/mol

Entry 11:
Density functional theory data (ωB97M-V with the def2-TZVPD basis set) for one molecule with the formula C3HNO2S2.

Last column: Mulliken charge in e.
CARTESIAN COORDINATES (ANGSTROEM)
C  -0.14754  1.35785  0.04157  0.447
C  0.46076  -1.11780  -0.18680  0.540
C  -0.67210  -0.07902  -0.00802  0.137
H  1.63432  2.21086  -0.16409  0.391
N  1.19548  1.34650  0.52575  -0.409
O  -0.84389  2.35727  -0.33383  -0.524
O  0.21772  -2.33911  -0.02986  -0.489
S  2.00868  -0.27993  -0.07641  0.028
S  -2.18619  -0.51681  0.09596  -0.119

Atomic forces in eV per Å
-2.591 1.857 -1.146
-1.981 -2.959 2.410
0.770 0.262 -0.596
-1.043 -2.934 2.759
1.279 2.118 -4.450
3.392 -3.790 1.819
1.586 3.937 -1.389
-0.916 1.472 0.527
-0.496 0.037 0.067

Results
structure (SMILES) = O=C1NSC(=O)C1=S
HOMO energy = -9.695 eV
Kohn-Sham gap = 7.34 eV
energy relative to the best compared isomer or geometry (same formula, charge and spin) = 151.01 kJ/mol

Entry 12:
Density functional theory data (ωB97M-V with the def2-TZVPD basis set) for C3HNO3 as an isolated structure.

Last column: Mulliken charge in e.
CARTESIAN COORDINATES (ANGSTROEM)
C  0.10393  -0.00290  0.67578  0.724
C  0.63834  0.94672  -0.40307  0.438
O  0.85933  -1.11933  0.67062  -0.420
C  -0.89380  -0.06737  -1.10654  -0.056
O  -0.55251  0.45036  1.57839  -0.476
O  1.03100  1.92766  -0.83823  -0.216
N  -1.67677  -0.39122  -1.89242  -0.355
H  0.49047  -1.74391  1.31547  0.360

Atomic forces in eV per Å
2.665 1.309 1.766
-1.782 -0.770 0.996
-0.678 0.045 -0.350
0.081 0.603 -1.269
-0.181 -0.544 -0.999
-0.009 -0.589 -0.245
-0.041 -0.119 0.138
-0.055 0.065 -0.038

Results
HOMO energy = -11.155 eV
Kohn-Sham gap = 9.89 eV
energy relative to the best compared isomer or geometry (same formula, charge and spin) = 273.39 kJ/mol

Look up the energy relative to the best compared isomer or geometry (same formula, charge and spin) of the twelfth one.
273.39 kJ/mol

What did the ninth record say?
Density functional theory data (ωB97M-V with the def2-TZVPD basis set) for one molecule with the formula C3HN3O.

Last column: Mulliken charge in e.
CARTESIAN COORDINATES (ANGSTROEM)
N  1.67354  -0.27441  -0.84118  -0.225
C  1.79022  -0.46986  0.35580  -0.330
C  0.24229  -0.19674  0.06273  0.571
C  -0.44077  1.10651  0.09780  0.005
O  -1.64345  1.23916  0.10518  -0.500
N  -1.30971  -2.10360  0.06668  -0.460
N  -0.58089  -1.25323  0.06186  0.592
H  0.26875  1.95218  0.09113  0.347

Atomic forces in eV per Å
-1.272 -0.230 1.067
0.666 -0.007 -0.129
0.091 0.373 -0.707
-0.195 -0.060 -0.070
0.500 -0.117 0.084
1.059 1.253 0.094
-0.753 -1.184 -0.354
-0.095 -0.028 0.013

Results
HOMO energy = -9.736 eV
Kohn-Sham gap = 8.84 eV
energy relative to the best compared isomer or geometry (same formula, charge and spin) = 252.40 kJ/mol